# 1
Computed, not measured: an isolated molecule of F2HNS in a non-equilibrium geometry, with ωB97M-V/def2-TZVPD.

The geometry in XYZ format:
```
5
Properties=species:S:1:pos:R:3
N 0.194 -0.512 0.986
F -1.154 1.091 -1.137
F 0.985 0.085 1.980
S 0.304 0.094 -0.470
H -0.328 -0.758 -1.359
```

strongest force on any atom = 2.23 eV/A
LUMO energy = -0.91 eV
frontier orbital gap = 0.3745 hartree

---

# 2
Computed, not measured: a cluster of 2 separate species, F2HNS in total in a non-equilibrium geometry, with ωB97M-V/def2-TZVPD.

The geometry in XYZ format:
```
5
Properties=species:S:1:pos:R:3
N -0.673 0.044 -0.752
F 1.568 -0.112 -0.863
F -1.179 0.164 1.825
S -1.088 -0.850 0.372
H 1.372 0.754 -0.582
```

strongest force on any atom = 4.44 eV/A
LUMO energy = -1.46 eV
frontier orbital gap = 0.3671 hartree

---

# 3
Computed, not measured: an isolated molecule of F2HNS in a non-equilibrium geometry, with ωB97M-V/def2-TZVPD.

The geometry in XYZ format:
```
5
Properties=species:S:1:pos:R:3
N -1.062 0.124 0.066
F 1.131 0.996 0.006
F 1.252 -1.330 0.070
S 0.207 -0.098 0.715
H -1.529 0.309 -0.857
```

multiplicity = 3
strongest force on any atom = 7.35 eV/A
expectation value of S² = 2.02
LUMO energy (spin up / spin down) = 0.73 / -4.32 eV
frontier orbital gap (spin up / spin down) = 0.2515 / 0.2752 hartree

---

# 4
Computed, not measured: an isolated molecule of F2HOPS in a non-equilibrium geometry, with ωB97M-V/def2-TZVPD.

The geometry in XYZ format:
```
6
Properties=species:S:1:pos:R:3
O -0.964 0.696 -0.110
F -0.221 -1.119 -1.332
F -0.095 -1.369 1.006
P 0.246 -0.294 -0.102
S 2.256 0.714 -0.104
H -1.223 1.373 0.643
```

multiplicity = 3
strongest force on any atom = 4.09 eV/A
expectation value of S² = 2.00
LUMO energy (spin up / spin down) = 0.26 / -2.58 eV
frontier orbital gap (spin up / spin down) = 0.2449 / 0.2589 hartree

---

# 5
Computed, not measured: a cluster of 2 separate species, F2HPS in total in a non-equilibrium geometry, with ωB97M-V/def2-TZVPD.

The geometry in XYZ format:
```
5
Properties=species:S:1:pos:R:3
F 0.408 1.413 -1.324
F -0.453 1.404 0.960
P 0.656 0.667 0.018
S -0.620 -1.268 -0.672
H 0.010 -2.217 1.018
```

strongest force on any atom = 4.83 eV/A
LUMO energy = -1.31 eV
frontier orbital gap = 0.3115 hartree

---

# 6
Computed, not measured: a structure of composition F2HgP in a non-equilibrium geometry, with ωB97M-V/def2-TZVPD.

The geometry in XYZ format:
```
4
Properties=species:S:1:pos:R:3
F 2.157 -0.967 -0.150
P 1.679 0.585 -0.178
F -3.290 -0.274 -0.130
Hg -1.437 0.214 0.198
```

multiplicity = 2
strongest force on any atom = 3.28 eV/A
expectation value of S² = 0.90
LUMO energy (spin up / spin down) = -1.71 / -1.63 eV
frontier orbital gap (spin up / spin down) = 0.2813 / 0.2752 hartree

---

# 7
Computed, not measured: a structure of composition F2InNO4S2 in a non-equilibrium geometry, with ωB97M-V/def2-TZVPD.

The geometry in XYZ format:
```
10
Properties=species:S:1:pos:R:3
In 2.556 3.447 -2.154
N 0.149 0.496 -0.309
S 0.543 -1.031 -0.222
O -0.145 -1.985 -1.114
O 1.194 -1.500 0.968
F 1.842 -0.802 -1.122
S -1.175 0.198 0.820
O -0.830 0.498 2.188
O -2.133 -0.844 0.529
F -2.001 1.523 0.415
```

strongest force on any atom = 11.34 eV/A
LUMO energy = -16.03 eV
frontier orbital gap = 0.1652 hartree
net charge = +2

---

# 8
Computed, not measured: a structure of composition F2Li3 in a non-equilibrium geometry, with ωB97M-V/def2-TZVPD.

The geometry in XYZ format:
```
5
Properties=species:S:1:pos:R:3
Li 0.426 1.833 1.033
Li -1.778 -2.301 -0.331
Li 1.428 0.662 -3.445
F 0.575 -0.544 -0.711
F -0.651 0.349 3.454
```

strongest force on any atom = 1.79 eV/A
LUMO energy = -5.42 eV
frontier orbital gap = 0.1568 hartree
net charge = +1